Computed, not measured: the molecule C20H29N3O3S, with the ωB97M-V functional and the def2-TZVPD basis.

Properties
electronic energy	-1567.60508	a.u.
ΔE to the lowest compared entry with this formula, charge and spin	3.306	eV
SMILES	CC[C@@H](CC(=O)N(C)[C@@H]1CN(C(=O)/C=C/c2cc(C)no2)CC12CC2)SC

```
56
Properties=species:S:1:pos:R:3:nbo_charge:R:1
C 2.39 -1.06 -1.64 -0.608
C 1.21 -0.29 -2.20 -0.412
C 1.20 1.21 -1.89 -0.307
C 0.07 1.93 -2.65 -0.511
C -1.31 1.31 -2.51 0.744
O -1.68 0.44 -3.25 -0.554
N -2.12 1.83 -1.44 -0.533
C -3.05 2.79 -2.07 -0.403
C -2.89 0.88 -0.60 -0.027
C -2.05 0.31 0.55 -0.225
N -1.56 -0.96 0.02 -0.428
C -0.51 -1.69 0.47 0.648
O -0.22 -2.76 -0.05 -0.640
C 0.27 -1.13 1.61 -0.253
C 1.37 -1.76 2.02 -0.201
C 2.25 -1.25 3.05 0.292
C 3.39 -1.74 3.59 -0.342
C 3.79 -0.74 4.53 0.155
C 4.97 -0.73 5.43 -0.642
N 2.95 0.25 4.53 -0.129
O 1.97 -0.06 3.60 -0.293
C -2.40 -1.47 -1.06 -0.211
C -3.47 -0.41 -1.19 -0.081
C -4.88 -0.78 -0.81 -0.404
C -4.51 -0.49 -2.24 -0.398
S 1.11 1.67 -0.13 0.183
C 2.82 1.49 0.43 -0.743
H 2.40 -2.08 -2.03 0.223
H 3.34 -0.59 -1.90 0.194
H 2.33 -1.13 -0.55 0.207
H 1.19 -0.39 -3.29 0.207
H 0.29 -0.74 -1.85 0.214
H 2.13 1.65 -2.25 0.214
H 0.03 2.97 -2.33 0.236
H 0.32 1.89 -3.71 0.230
H -2.48 3.52 -2.64 0.206
H -3.75 2.30 -2.75 0.184
H -3.59 3.32 -1.30 0.205
H -3.70 1.48 -0.18 0.211
H -1.24 0.99 0.81 0.239
H -2.69 0.14 1.42 0.194
H -0.03 -0.20 2.07 0.226
H 1.65 -2.69 1.54 0.246
H 3.88 -2.67 3.36 0.236
H 5.87 -1.03 4.90 0.224
H 5.11 0.26 5.85 0.237
H 4.83 -1.44 6.25 0.229
H -1.81 -1.59 -1.97 0.224
H -2.80 -2.45 -0.80 0.210
H -5.07 -1.80 -0.53 0.214
H -5.48 -0.04 -0.29 0.208
H -4.88 0.42 -2.69 0.215
H -4.44 -1.32 -2.93 0.224
H 2.89 2.05 1.36 0.239
H 3.09 0.46 0.62 0.215
H 3.50 1.93 -0.30 0.214
```


Computed, not measured: the molecule C20H29N3O6S in a non-equilibrium geometry, with the ωB97M-V functional and the def2-TZVPD basis.

Properties
electronic energy	-1793.49323	a.u.
ΔE to the lowest compared entry with this formula, charge and spin	0.374	eV
SMILES	Cc1cccc(S(=O)(=O)NCCC(=O)O[C@H](C)C(=O)NC(=O)NC2CCCCC2)c1

```
59
Properties=species:S:1:pos:R:3:nbo_charge:R:1
C 6.29 0.75 2.14 -0.626
C 4.93 0.12 2.08 -0.036
C 4.43 -0.58 3.18 -0.181
C 3.18 -1.17 3.14 -0.197
C 2.40 -1.09 1.99 -0.190
C 2.91 -0.40 0.91 -0.334
S 1.89 -0.32 -0.56 2.305
O 0.73 0.48 -0.30 -0.939
O 1.67 -1.67 -1.04 -0.961
N 2.86 0.50 -1.65 -0.871
C 2.21 1.50 -2.48 -0.224
C 1.84 0.98 -3.88 -0.518
C 1.13 -0.36 -3.78 0.804
O 1.61 -1.39 -4.18 -0.591
O -0.06 -0.23 -3.23 -0.505
C -0.86 -1.42 -3.09 0.000
C -1.78 -1.57 -4.30 -0.627
C -1.67 -1.21 -1.80 0.692
O -2.74 -0.64 -1.81 -0.617
N -1.07 -1.73 -0.71 -0.662
C -1.37 -1.44 0.65 0.818
O -0.60 -1.82 1.51 -0.673
N -2.52 -0.80 0.86 -0.640
C -2.86 -0.22 2.14 -0.050
C -2.40 1.24 2.21 -0.407
C -3.21 2.12 1.26 -0.405
C -4.70 2.02 1.57 -0.397
C -5.16 0.57 1.44 -0.403
C -4.37 -0.33 2.38 -0.401
C 4.15 0.20 0.93 -0.148
H 7.05 -0.01 2.29 0.223
H 6.35 1.45 2.97 0.222
H 6.51 1.29 1.22 0.215
H 5.03 -0.65 4.08 0.211
H 2.80 -1.69 4.00 0.221
H 1.42 -1.53 1.94 0.276
H 3.42 -0.15 -2.18 0.406
H 2.88 2.36 -2.58 0.202
H 1.32 1.80 -1.94 0.247
H 1.19 1.70 -4.37 0.243
H 2.74 0.84 -4.48 0.225
H -0.19 -2.28 -3.00 0.224
H -2.36 -2.49 -4.20 0.223
H -1.19 -1.62 -5.21 0.222
H -2.46 -0.73 -4.34 0.233
H -0.12 -2.07 -0.81 0.450
H -3.02 -0.46 0.04 0.434
H -2.32 -0.80 2.89 0.230
H -1.34 1.29 1.95 0.223
H -2.52 1.60 3.23 0.199
H -3.02 1.82 0.23 0.201
H -2.88 3.16 1.36 0.209
H -5.27 2.65 0.88 0.207
H -4.89 2.37 2.58 0.191
H -5.04 0.24 0.41 0.196
H -6.23 0.50 1.69 0.210
H -4.57 -0.04 3.42 0.203
H -4.68 -1.37 2.26 0.215
H 4.50 0.73 0.06 0.224
```


For reference, LUMO level by record: 0.106; 0.506 eV.
For reference, E_HOMO by record: -8.45; -9.35 eV.